9 unconnected molecules or ions with the total composition C41H41Cl3N8 in a non-equilibrium geometry. Source: the Open Molecules 2025 dataset; level of theory: wB97M-V/def2-TZVPD.

Last column: Mulliken charge in e.
Geometry (Å):
N1 -5.686 0.727 0.870  -0.55
C1 -6.406 1.839 1.072  -0.43
C2 -5.867 3.120 1.101  -0.23
C3 -4.502 3.262 0.937  -0.78
C4 -3.762 2.129 0.648  0.14
C5 -4.367 0.894 0.646  -0.48
H1 -7.461 1.670 1.241  0.38
H2 -6.484 4.000 1.221  0.39
H3 -4.011 4.226 0.934  0.40
H4 -2.691 2.226 0.509  0.49
H5 -3.827 -0.037 0.546  0.68
N2 5.014 1.475 -0.399  -0.11
C6 5.074 0.244 -0.891  -0.11
C7 6.259 -0.376 -1.301  -0.28
C8 7.434 0.346 -1.143  -0.31
C9 7.406 1.598 -0.568  -0.72
C10 6.163 2.128 -0.230  -0.07
H6 4.137 -0.298 -0.984  0.42
H7 6.245 -1.380 -1.696  0.10
H8 8.318 -0.207 -1.444  0.37
H9 8.285 2.223 -0.487  0.37
H10 6.088 3.118 0.204  0.37
N3 2.407 5.945 1.770  -0.63
C11 2.704 4.656 1.973  -0.18
C12 2.856 3.730 0.952  -0.27
C13 2.676 4.163 -0.350  -0.26
C14 2.294 5.471 -0.579  -0.59
C15 2.224 6.327 0.498  -0.22
H11 2.795 4.293 2.989  0.31
H12 3.146 2.719 1.197  0.65
H13 2.743 3.467 -1.177  0.44
H14 2.079 5.849 -1.570  0.39
H15 1.938 7.367 0.400  0.36
N4 -1.185 1.323 -3.926  -0.58
C16 -2.183 0.987 -3.104  -0.26
C17 -3.391 1.680 -3.104  -0.01
C18 -3.595 2.708 -4.000  -0.69
C19 -2.557 3.099 -4.814  -0.29
C20 -1.366 2.375 -4.724  -0.30
H16 -2.061 0.147 -2.432  0.65
H17 -4.126 1.487 -2.331  0.36
H18 -4.549 3.221 -4.043  0.40
H19 -2.579 3.876 -5.566  0.38
H20 -0.508 2.712 -5.291  0.36
N5 1.270 2.441 4.475  -0.19
C21 1.499 3.211 5.531  0.06
C22 1.064 2.892 6.821  -0.70
C23 0.363 1.712 6.979  -0.20
C24 0.047 0.954 5.859  -0.61
C25 0.573 1.309 4.629  -0.07
H21 2.034 4.137 5.362  0.34
H22 1.313 3.514 7.669  0.35
H23 -0.055 1.368 7.917  0.37
H24 -0.560 0.068 5.995  0.35
H25 0.399 0.765 3.710  0.30
N6 -0.641 0.852 0.334  0.08
C26 -1.028 -0.413 0.187  0.23
C27 -0.164 -1.510 0.193  0.05
C28 1.168 -1.282 0.465  -0.08
C29 1.569 0.014 0.814  -0.54
C30 0.626 1.024 0.732  -0.64
H26 -2.075 -0.564 -0.060  -0.04
H27 -0.503 -2.507 -0.033  -0.43
H28 1.938 -2.037 0.363  0.12
H29 2.622 0.241 0.917  0.53
H30 0.900 2.025 1.046  0.68
N7 -0.234 -7.056 0.889  -0.62
C31 -0.745 -7.778 -0.128  -0.31
C32 -1.041 -7.231 -1.357  -0.35
C33 -0.636 -5.920 -1.609  -0.39
C34 -0.071 -5.172 -0.599  -0.32
C35 0.051 -5.784 0.645  -0.26
H31 -0.871 -8.836 0.065  0.39
H32 -1.474 -7.851 -2.130  0.42
H33 -0.718 -5.542 -2.620  0.42
H34 0.282 -4.181 -0.836  0.65
H35 0.355 -5.222 1.524  0.44
N8 -3.742 -1.957 -1.314  -0.04
C36 -4.772 -1.948 -2.169  -0.09
C37 -5.453 -3.096 -2.566  -0.67
C38 -5.011 -4.292 -2.048  -0.23
C39 -3.994 -4.322 -1.125  -0.90
C40 -3.353 -3.126 -0.806  -0.07
H36 -5.052 -0.962 -2.518  0.31
H37 -6.237 -2.982 -3.301  0.41
H38 -5.475 -5.197 -2.430  0.37
H39 -3.618 -5.224 -0.660  0.45
H40 -2.472 -3.073 -0.180  0.42
C41 5.296 -4.500 -1.651  -0.08
Cl1 4.211 -3.626 -0.580  -0.07
Cl2 6.938 -4.513 -0.939  -0.12
Cl3 5.348 -3.816 -3.268  -0.12
H41 5.007 -5.538 -1.746  0.36

Highest occupied orbital energy = -9.2 eV
Net charge = 0
Calculated total energy = -92668.0480 eV
HOMO-LUMO gap = 9.644 eV
Energy relative to the best compared isomer or geometry (same formula, charge and spin) = 0.0 kJ/mol
Structure (SMILES) = ClC(Cl)Cl.c1ccncc1.c1ccncc1.c1ccncc1.c1ccncc1.c1ccncc1.c1ccncc1.c1ccncc1.c1ccncc1